Computed, not measured: a structure of composition C18H12N4O6PdS4 in a non-equilibrium geometry, with wB97M-V/def2-TZVPD.

CARTESIAN COORDINATES (ANGSTROEM)
Pd 0.073 0.552 -0.468
S -1.678 0.881 -2.145
C -1.073 2.394 -2.739
C -1.363 2.806 -4.033
C -0.917 4.031 -4.531
C -1.289 4.430 -5.816
N -1.632 4.746 -6.873
C -0.115 4.866 -3.702
C 0.162 4.460 -2.398
C -0.319 3.261 -1.887
S -0.101 2.894 -0.205
C 0.371 6.089 -4.168
N 0.771 7.108 -4.536
H -1.959 2.162 -4.666
H 0.759 5.086 -1.751
O 2.048 -0.425 -0.947
S 1.415 -1.717 -0.770
O 2.060 -2.783 -1.520
O -0.035 -1.668 -1.017
C 1.460 -2.351 0.924
C 1.008 -3.662 1.003
C 0.952 -4.316 2.221
C 1.370 -3.662 3.374
C 1.811 -2.354 3.289
C 1.841 -1.697 2.071
S 2.446 0.003 2.086
O 2.452 0.354 3.506
O 3.778 -0.078 1.523
O 1.458 0.792 1.356
H 0.712 -4.140 0.082
H 0.584 -5.334 2.272
H 1.344 -4.170 4.332
H 2.132 -1.788 4.149
C -2.543 -2.259 0.366
C -1.868 -1.453 1.415
N -1.572 -0.178 1.343
C -1.021 0.164 2.549
C -0.993 -0.925 3.366
N -1.547 -1.952 2.641
H -2.674 -1.630 -0.510
H -3.511 -2.622 0.716
H -1.912 -3.100 0.084
H -0.679 1.164 2.732
H -0.626 -1.062 4.361
H -1.581 -2.918 2.920

Forces on the atoms, in the same order (eV/Å):
Pd -1.378 0.838 0.473
S 0.245 -0.085 -0.253
C 0.019 0.040 0.367
C 0.131 0.375 -0.188
C 0.609 -0.192 1.572
C -0.442 0.464 -1.534
N 0.117 -0.083 0.258
C -0.761 -1.467 0.231
C -0.024 0.084 -0.339
C -0.479 -0.138 0.084
S 0.347 0.434 -0.151
C 0.493 1.352 -0.517
N -0.046 -0.157 0.049
H -0.024 -0.008 -0.028
H 0.027 0.097 -0.014
O 0.295 0.412 -0.151
S 0.658 -2.702 -1.065
O -0.059 0.293 0.284
O 0.004 0.079 0.098
C -0.012 0.150 -0.431
C -0.103 -0.215 0.070
C -0.067 -0.081 -0.135
C 0.030 0.070 0.077
C -0.002 -0.284 0.194
C 0.299 0.724 -0.042
S 0.677 0.173 1.184
O -0.156 -0.107 -0.198
O -0.295 0.022 -0.274
O 0.118 -0.034 0.041
H -0.038 -0.177 -0.008
H 0.039 -0.023 -0.027
H 0.011 0.012 0.002
H 0.006 -0.022 0.148
C 0.184 0.044 -0.002
C -0.222 -0.115 0.162
N -0.029 -0.066 -0.240
C -0.245 -0.172 0.431
C -0.057 0.438 0.152
N -0.098 0.056 -0.267
H -0.039 -0.024 -0.049
H -0.035 -0.006 -0.024
H -0.028 -0.104 -0.086
H 0.154 0.039 0.079
H 0.131 -0.007 0.170
H 0.046 0.073 -0.103

Properties
Largest force on an atom: 2.98 eV/Å
Multiplicity: 3
Net charge: -2
Frontier orbital gap (alpha / beta): 6.0 / 6.4 eV
Relative energy (zero: lowest compared OMol25 entry of this formula, charge and spin): 23.7 kcal/mol

These are the Löwdin partial charges, in e, on atoms 1 to 4: number 1, Pd, carries 0.63; number 2, S, carries 0.56; number 3, C, carries -0.73; number 4, C, carries -0.08